Model i:
C6H16O2 | wB97M-V/def2-TZVPD

Computed properties:
**HOMO level (alpha / beta)**: -14.682 / -14.677 eV
**⟨S²⟩**: 0.752
**Total charge**: +1
**Orbital gap (alpha / beta)**: 10.41 / 6.01 eV
**LUMO energy (alpha / beta)**: -0.1571 / -0.3183 Ha
**Multiplicity**: 2

Each line ends with the Mulliken spin population.
Cartesian coordinates (Å):
C1 -2.349 -0.741 -1.437  -0.01
C2 0.229 0.953 0.916  0.05
C3 -0.556 0.535 -0.284  0.33
H1 0.803 1.663 -1.474  0.00
H2 -2.036 -1.622 -1.977  0.06
H3 -1.438 -0.504 3.135  0.00
H4 -3.453 -0.776 -1.131  0.02
C4 -1.493 -0.417 -0.217  0.35
H5 2.068 -0.152 0.609  0.00
C5 -0.165 1.283 -1.534  0.02
H6 -0.900 2.048 -1.551  0.04
O1 2.819 -2.208 -0.379  0.00
H7 -0.036 1.902 1.309  0.04
H8 -0.632 -1.157 1.777  0.01
H9 -0.016 0.665 -2.459  0.01
O2 -0.919 -1.225 2.739  0.00
H10 -1.764 -0.962 0.647  0.04
H11 2.062 1.332 -0.152  0.00
H12 2.264 1.406 1.658  0.00
H13 -2.303 0.133 -2.243  0.00
H14 -0.011 0.399 1.807  0.01
H15 3.428 -1.780 -0.956  0.00
C6 1.758 0.827 0.794  0.03
H16 2.641 -1.601 0.403  0.00


Model ii:
C6H16O2 | wB97M-V/def2-TZVPD

Computed properties:
**HOMO level (alpha / beta)**: -13.725 / -13.725 eV
**⟨S²⟩**: 0.752
**Total charge**: +1
**Orbital gap (alpha / beta)**: 8.90 / 5.45 eV
**LUMO energy (alpha / beta)**: -0.1772 / -0.3040 Ha
**Multiplicity**: 2

Each line ends with the Mulliken spin population.
Cartesian coordinates (Å):
H1 3.551 -3.973 2.830  0.00
H2 -1.965 -0.497 -0.468  0.01
H3 0.306 2.276 -0.885  0.00
H4 2.812 -2.846 3.497  0.00
H5 2.156 0.228 -5.200  0.00
O1 1.394 0.005 -5.746  0.00
H6 0.391 2.520 1.493  0.00
H7 0.645 0.541 -5.482  0.00
C1 -0.477 -2.140 -0.492  0.02
H8 -1.161 3.171 1.604  0.00
C2 -0.625 2.559 -0.421  0.01
C3 -0.610 2.390 1.110  0.06
C4 -1.137 1.019 1.584  0.09
H9 0.598 -1.994 -0.596  0.03
H10 -0.967 -2.435 -1.401  0.00
H11 0.325 -0.646 1.606  0.03
H12 -1.438 1.970 -0.853  0.00
H13 -0.671 -2.966 0.201  0.06
C5 -0.556 -0.231 1.130  0.27
H14 -2.221 1.004 1.407  0.02
H15 -0.815 3.616 -0.622  0.00
O2 2.655 -3.685 3.040  0.00
H16 -1.122 1.013 2.672  0.02
C6 -1.066 -0.899 -0.008  0.37


model ii is preferred energetically. Next in line: 1.472 eV higher.


Model i:
C2H3N2OP | wB97M-V/def2-TZVPD

Computed properties:
**HOMO level**: -8.411 eV
**Orbital gap**: 8.66 eV
**LUMO energy**: 0.0090 Ha

Each line ends with the Mulliken charge.
Cartesian coordinates (Å):
H1 -1.206 1.138 0.081  0.06
C1 1.141 0.846 0.024  -0.08
O1 -0.737 -0.924 0.694  -0.19
C2 0.059 -1.895 0.381  -0.24
H2 1.305 1.858 -0.496  0.26
P1 -0.319 0.619 1.058  0.13
N1 3.097 -0.521 0.327  -0.59
H3 -0.574 -2.660 -0.092  0.13
N2 2.212 0.179 0.152  0.50


Model ii:
C2H3N2OP | wB97M-V/def2-TZVPD

Computed properties:
**HOMO level**: -7.827 eV
**Orbital gap**: 7.58 eV
**LUMO energy**: -0.0090 Ha

Each line ends with the Mulliken charge.
Cartesian coordinates (Å):
N1 -0.177 1.221 0.244  -0.24
P1 1.780 -0.494 -0.538  0.05
C1 -2.386 -0.642 0.630  -0.17
H1 -2.666 0.378 -1.396  0.37
O1 3.172 0.161 0.228  -0.56
H2 -2.139 -1.215 1.439  0.41
H3 4.057 0.085 -0.076  0.32
N2 0.794 0.671 -0.044  0.41
C2 -2.436 -0.165 -0.487  -0.58


model ii is preferred energetically. Next in line: 1.324 eV higher.


Model i:
C19H25N3O4S | wB97M-V/def2-TZVPD

Computed properties:
**HOMO level**: -8.658 eV
**Structure (SMILES)**: C[C@@H]1Cc2cc(S(=O)(=O)N3CCC(C(N)=O)CC3)ccc2N1C(=O)C1CC1
**Orbital gap**: 9.18 eV
**LUMO energy**: 0.0194 Ha

Each line ends with the Mulliken charge.
Cartesian coordinates (Å):
C1 4.233 1.099 -1.380  0.52
H1 1.127 0.171 -4.157  0.30
H2 -3.367 -0.713 -0.579  0.44
H3 -2.316 -0.180 4.172  0.35
C2 6.602 1.877 -1.900  -0.62
H4 -4.528 1.121 0.723  0.36
H5 -6.287 0.820 4.428  0.25
O1 4.617 0.599 -0.341  -0.68
C3 -0.191 -0.819 -1.661  -0.54
H6 1.610 3.549 -3.475  0.39
H7 3.036 -0.649 0.508  0.56
H8 0.200 1.482 -3.426  0.41
C4 -2.784 -0.490 3.236  -0.88
O2 -1.038 -3.542 0.943  -0.73
H9 -1.267 -1.948 2.698  0.44
H10 6.893 1.163 -1.144  0.24
H11 4.841 2.166 -3.218  0.36
C5 2.032 0.035 -1.263  0.15
C6 -1.720 -1.045 2.290  -0.56
S1 -1.484 -2.484 0.087  1.25
H12 7.287 1.963 -2.729  0.25
H13 -2.748 1.490 2.400  0.30
H14 -4.834 -0.498 1.372  0.32
H15 -0.935 -0.289 2.127  0.36
C7 2.140 -0.694 -0.087  -1.22
H16 5.634 3.176 -0.403  0.24
H17 5.992 4.014 -1.974  0.30
C8 -4.072 0.268 1.226  -0.88
H18 -5.591 -0.483 3.528  0.20
H19 1.373 3.073 -1.787  0.38
C9 5.127 1.971 -2.195  -0.14
O3 -4.515 2.460 3.853  -0.64
C10 -0.077 -1.539 -0.481  -0.09
N1 2.963 0.886 -1.857  0.22
H20 2.974 3.552 -2.352  0.37
C11 -2.963 -0.314 0.352  -0.54
C12 1.040 0.806 -3.272  -0.92
C13 -3.487 0.700 2.575  0.30
C14 2.345 1.577 -2.996  -0.28
H21 -2.223 0.469 0.118  0.34
C15 1.065 -1.484 0.294  -0.47
N2 -2.343 -1.418 1.042  0.10
C16 -4.554 1.310 3.480  0.00
H22 -1.088 -0.906 -2.251  0.54
H23 1.109 -2.081 1.190  0.53
N3 -5.555 0.473 3.830  -0.33
H24 -3.500 -1.284 3.451  0.33
C17 2.060 3.034 -2.630  -1.39
H25 3.008 1.532 -3.864  0.44
C18 0.873 -0.037 -2.046  0.70
O4 -2.321 -2.799 -1.034  -0.73
C19 5.846 3.077 -1.457  -0.59


Model ii:
C19H25N3O4S | wB97M-V/def2-TZVPD

Computed properties:
**HOMO level**: -8.088 eV
**Structure (SMILES)**: CCn1c(=O)n(CC(=O)NC[C@H]2CCCO2)c(=O)c2c3c(sc21)CCCC3
**Orbital gap**: 8.70 eV
**LUMO energy**: 0.0225 Ha

Each line ends with the Mulliken charge.
Cartesian coordinates (Å):
H1 -4.057 -0.334 1.701  0.40
C1 -2.029 -3.545 -2.680  -0.12
H2 3.234 2.795 1.646  0.37
C2 -1.441 -4.380 -3.816  -0.58
C3 2.571 3.659 1.691  -0.46
H3 0.877 -0.568 -2.694  0.37
C4 0.171 3.735 2.373  0.60
H4 2.801 3.797 3.828  0.34
H5 1.920 6.162 3.988  0.34
H6 1.999 -4.929 -1.790  0.38
H7 -3.116 -3.571 -2.674  0.45
H8 2.363 -0.281 -1.727  0.48
H9 -0.182 -5.988 -1.761  0.38
C5 2.799 4.468 2.967  -0.89
C6 0.349 4.817 3.381  -0.61
C7 -1.414 -4.207 -1.445  -0.64
O1 -1.311 -0.575 -1.428  -0.68
C8 -2.793 0.809 0.391  -1.04
C9 1.429 1.358 -0.180  0.66
O2 2.624 1.425 -0.383  -0.73
H10 -3.198 0.372 -0.524  0.37
H11 1.139 -4.361 -0.330  0.40
H12 1.351 -2.826 -2.833  0.32
H13 -2.493 -1.087 1.360  0.24
H14 3.771 4.960 2.919  0.36
N1 1.337 -2.966 -1.834  -0.12
C10 0.670 2.170 0.740  -0.73
H15 -1.352 -3.844 -4.762  0.36
H16 -2.593 0.281 2.478  0.31
H17 2.788 4.271 0.811  0.29
H18 1.631 6.123 2.245  0.32
H19 -2.094 -4.938 -1.008  0.41
S1 -1.389 3.000 2.066  -0.35
C11 1.306 -0.557 -1.690  -1.24
C12 -0.683 1.958 0.882  1.02
O3 0.929 -2.023 0.181  -0.67
H20 -2.037 -5.291 -3.975  0.27
H21 0.324 4.386 4.389  0.30
O4 -0.137 -4.726 -3.396  -0.50
C13 -0.721 0.241 -0.751  0.51
C14 1.157 -4.337 -1.421  -1.14
H22 -0.471 5.537 3.316  0.40
C15 -0.151 -4.910 -1.985  0.33
N2 0.637 0.439 -0.878  0.13
H23 -1.703 -2.508 -2.748  -0.10
C16 -2.996 -0.144 1.562  -0.91
H24 -1.160 -3.471 -0.686  0.12
C17 1.694 5.507 3.145  -0.76
C18 1.150 -1.923 -1.007  0.58
C19 1.153 3.197 1.612  -0.13
N3 -1.381 1.049 0.151  0.09
H25 -3.273 1.772 0.584  0.54


model ii is preferred energetically. Next in line: 1.857 eV higher.


Model i:
C3H12O2S | wB97M-V/def2-TZVPD

Computed properties:
**HOMO level**: -8.419 eV
**Structure (SMILES)**: CCSC.O.O
**Orbital gap**: 9.01 eV
**LUMO energy**: 0.0216 Ha

Each line ends with the Mulliken charge.
Cartesian coordinates (Å):
C1 -2.141 0.279 0.525  -0.84
C2 -0.942 0.341 -2.325  -1.26
H1 0.895 -1.356 3.401  0.32
H2 -0.238 0.602 -1.521  0.32
O1 5.503 -0.626 1.492  -0.64
H3 -1.182 -0.706 -2.223  0.34
S1 -3.257 0.839 -0.782  -0.13
H4 5.898 -1.165 2.188  0.32
H5 1.470 -2.446 2.571  0.32
H6 -1.672 1.119 1.037  0.30
H7 -1.915 2.297 -2.093  0.32
H8 -0.309 0.549 -3.181  0.34
H9 5.169 0.154 1.959  0.32
H10 -2.655 -0.329 1.257  0.33
H11 -2.798 1.111 -3.077  0.30
H12 -1.360 -0.347 0.097  0.24
O2 1.686 -1.560 2.887  -0.64
C3 -2.150 1.243 -2.212  -0.27


Model ii:
C3H12O2S | wB97M-V/def2-TZVPD

Computed properties:
**HOMO level**: -8.716 eV
**Structure (SMILES)**: CCSC.O.O
**Orbital gap**: 9.35 eV
**LUMO energy**: 0.0232 Ha

Each line ends with the Mulliken charge.
Cartesian coordinates (Å):
H1 3.303 2.066 1.445  0.32
H2 1.469 -2.404 -1.603  0.30
O1 2.617 2.138 2.121  -0.65
H3 0.976 -2.720 -3.191  0.30
C1 -1.125 -0.935 -0.788  -0.53
H4 -2.275 3.075 1.542  0.31
H5 -1.837 4.026 2.648  0.32
H6 0.039 -3.466 -1.827  0.29
H7 -1.249 -1.920 -0.323  0.25
H8 1.996 1.468 1.807  0.33
H9 -0.265 -0.287 1.119  0.40
H10 -0.144 0.902 -0.114  0.28
H11 -2.113 -0.507 -0.613  0.39
H12 0.859 -0.604 -0.144  0.30
C2 -0.111 -0.166 0.083  -1.04
S1 -0.536 -1.205 -2.460  -0.08
C3 0.569 -2.599 -2.191  -0.86
O2 -2.175 3.140 2.490  -0.64


Model iii:
C3H12O2S | wB97M-V/def2-TZVPD

Computed properties:
**HOMO level**: -8.319 eV
**Structure (SMILES)**: CCSC.O.O
**Orbital gap**: 8.64 eV
**LUMO energy**: 0.0117 Ha

Each line ends with the Mulliken charge.
Cartesian coordinates (Å):
O1 0.551 -2.899 0.801  -0.63
H1 -0.628 -1.796 -2.231  0.32
H2 -0.696 1.953 -1.690  0.26
H3 -1.859 0.986 -0.756  0.20
H4 -1.948 -2.140 -1.517  0.30
O2 -1.018 -2.336 -1.518  -0.67
H5 -1.946 2.762 -0.766  0.32
S1 -0.246 1.947 0.719  -0.13
H6 -0.171 -0.397 0.055  -0.25
H7 1.369 -3.251 0.473  0.30
H8 0.033 -2.590 0.032  0.34
H9 2.404 1.152 0.542  0.35
H10 0.412 -0.097 1.690  0.37
H11 2.380 -0.598 0.303  0.28
C1 -1.283 1.902 -0.774  -0.74
C2 1.866 0.347 0.060  -0.97
C3 0.471 0.230 0.656  0.08
H12 1.909 0.457 -1.024  0.28


model iii is preferred energetically. Next in line: 0.241 eV higher.


Model i:
CH5OPS | wB97M-V/def2-TZVPD

Computed properties:
**HOMO level (alpha / beta)**: -7.956 / -7.531 eV
**Orbital gap (alpha / beta)**: 7.50 / 7.92 eV
**LUMO energy (alpha / beta)**: -0.0168 / 0.0144 Ha

Each line ends with the Mulliken charge.
Cartesian coordinates (Å):
H1 2.655 -1.772 -0.175  0.14
P1 0.967 -0.169 -0.540  0.19
H2 -1.488 1.241 1.669  0.32
S1 2.413 -1.013 0.848  -0.30
H3 0.058 0.597 2.484  0.23
H4 -2.144 -0.044 -3.385  0.11
C1 -0.506 0.906 1.606  -0.37
H5 -1.796 -0.395 -2.837  -0.12
O1 -0.159 0.649 0.332  -0.21


Model ii:
CH5OPS | wB97M-V/def2-TZVPD

Computed properties:
**HOMO level (alpha / beta)**: -8.907 / -7.828 eV
**Orbital gap (alpha / beta)**: 8.46 / 6.22 eV
**LUMO energy (alpha / beta)**: -0.0164 / -0.0591 Ha

Each line ends with the Mulliken charge.
Cartesian coordinates (Å):
H1 0.133 -2.284 -1.223  0.26
S1 -1.316 -1.057 0.225  -0.16
H2 1.014 -1.577 0.159  0.24
H3 0.000 -3.022 0.391  0.26
H4 -0.884 2.193 1.421  0.05
H5 1.113 2.751 -0.867  0.34
O1 0.728 2.579 -0.004  -0.43
P1 -0.893 2.502 0.052  0.11
C1 0.106 -2.086 -0.154  -0.67


Model iii:
CH5OPS | wB97M-V/def2-TZVPD

Computed properties:
**HOMO level (alpha / beta)**: -9.498 / -8.060 eV
**Orbital gap (alpha / beta)**: 8.23 / 7.69 eV
**LUMO energy (alpha / beta)**: -0.0468 / -0.0136 Ha

Each line ends with the Mulliken charge.
Cartesian coordinates (Å):
H1 -0.066 0.209 -1.749  0.27
O1 1.133 -1.693 -0.296  -0.49
H2 2.042 -2.189 -0.518  0.34
H3 -1.017 0.591 -0.405  0.35
S1 3.131 0.572 0.012  -0.37
P1 1.329 -0.157 0.192  0.39
C1 0.006 0.682 -0.701  -0.78
H4 0.301 1.779 -0.642  0.27
H5 -0.288 0.339 2.807  0.01


Model iv:
CH5OPS | wB97M-V/def2-TZVPD

Computed properties:
**HOMO level (alpha / beta)**: -7.746 / -7.421 eV
**Orbital gap (alpha / beta)**: 7.38 / 7.80 eV
**LUMO energy (alpha / beta)**: -0.0135 / 0.0139 Ha

Each line ends with the Mulliken charge.
Cartesian coordinates (Å):
H1 2.548 1.253 -1.176  0.13
S1 -1.142 0.951 1.628  -0.33
H2 2.251 1.079 -0.386  -0.13
P1 -1.074 0.922 -0.567  0.15
C1 -0.257 -1.667 -0.282  -0.33
O1 -0.489 -0.535 -0.801  -0.15
H3 -1.526 2.252 1.585  0.15
H4 -0.382 -2.643 -0.712  0.28
H5 0.072 -1.611 0.712  0.23


model ii is preferred energetically. Next in line: 0.490 eV higher.